Computed, not measured: a molecular structure, C19H55Ag3N8O7, with ωB97M-V/def2-TZVPD.

Last column: Löwdin charge in e.
Positions of all 92 atoms, in Å:
1 Ag 0.780 -0.917 -4.364  0.812
2 Ag 0.196 2.083 -2.749  0.771
3 Ag -2.072 -1.519 -2.563  0.840
4 C -0.802 -0.256 -0.915  -0.281
5 O -0.360 -0.252 -2.284  -0.573
6 H -1.576 0.491 -0.715  0.065
7 H -1.237 -1.240 -0.670  0.016
8 H 0.001 -0.190 -0.176  0.062
9 C -3.098 2.235 1.368  -0.056
10 C -3.677 0.928 1.892  -0.435
11 C -3.321 0.672 3.342  -0.223
12 O -3.794 -0.601 3.738  -0.201
13 C -3.595 -0.877 5.103  -0.101
14 N -5.144 0.958 1.685  0.037
15 H -3.100 2.973 2.175  0.089
16 H -3.711 2.629 0.560  0.073
17 H -2.071 2.162 1.010  0.038
18 H -3.403 0.058 1.283  0.125
19 H -3.822 1.426 3.966  0.132
20 H -2.242 0.653 3.552  0.125
21 H -2.636 -1.373 5.293  0.082
22 H -4.384 -1.524 5.484  0.095
23 H -3.637 0.040 5.700  0.092
24 H -5.507 1.652 2.339  0.079
25 H -5.556 0.092 2.022  0.072
26 C 2.289 -1.341 0.502  -0.059
27 C 3.596 -1.825 1.112  -0.419
28 C 3.611 -3.300 1.430  -0.218
29 O 2.579 -3.585 2.343  -0.194
30 C 2.427 -4.942 2.629  -0.112
31 N 4.785 -1.539 0.304  0.053
32 H 2.248 -1.678 -0.540  0.076
33 H 2.256 -0.249 0.530  0.072
34 H 1.422 -1.741 1.028  0.039
35 H 3.763 -1.353 2.086  0.146
36 H 4.579 -3.569 1.873  0.140
37 H 3.529 -3.929 0.528  0.133
38 H 2.456 -5.590 1.740  0.087
39 H 1.510 -5.178 3.163  0.086
40 H 3.288 -5.278 3.223  0.098
41 H 4.529 -0.816 -0.363  0.026
42 H 4.987 -2.307 -0.335  0.078
43 C 2.787 5.932 -3.283  -0.047
44 C 2.131 4.608 -2.816  -0.401
45 C 1.663 4.732 -1.369  -0.198
46 O 1.206 3.441 -0.979  -0.285
47 C 0.420 3.491 0.210  -0.090
48 N 0.891 4.452 -3.611  0.028
49 H 2.289 6.825 -2.912  0.089
50 H 2.829 5.829 -4.366  0.083
51 H 3.834 5.994 -2.973  0.086
52 H 2.877 3.825 -2.933  0.131
53 H 0.907 5.508 -1.216  0.137
54 H 2.491 5.014 -0.707  0.142
55 H -0.377 4.230 0.135  0.092
56 H 1.063 3.746 1.059  0.104
57 H 0.020 2.496 0.387  0.064
58 H 0.401 5.333 -3.636  0.097
59 H 0.961 3.990 -4.504  0.070
60 C -0.825 -6.078 1.155  -0.053
61 C -1.606 -4.839 0.730  -0.412
62 C -0.890 -3.559 1.173  -0.235
63 O -1.241 -3.154 2.458  -0.130
64 C -0.620 -1.937 2.805  -0.085
65 N -1.780 -4.933 -0.718  0.035
66 H -0.616 -6.064 2.226  0.081
67 H 0.183 -5.979 0.727  0.069
68 H -1.224 -7.028 0.816  0.083
69 H -2.588 -4.874 1.204  0.151
70 H -1.256 -2.799 0.444  0.080
71 H 0.190 -3.563 0.957  0.119
72 H -0.637 -1.202 1.990  0.074
73 H 0.383 -2.076 3.217  0.099
74 H -1.245 -1.486 3.576  0.065
75 H -0.942 -4.645 -1.220  0.066
76 H -2.496 -4.275 -1.028  0.046
77 C -2.747 3.258 -2.679  -0.648
78 O -1.732 3.299 -1.986  -0.047
79 N -3.181 2.095 -3.266  0.159
80 N -3.511 4.328 -2.986  0.192
81 H -2.525 1.336 -3.280  0.048
82 H -4.056 2.096 -3.757  0.108
83 H -4.363 4.215 -3.506  0.114
84 H -3.386 5.186 -2.476  0.124
85 C 3.525 -0.275 -2.756  -0.680
86 O 2.918 -1.255 -3.189  -0.038
87 N 4.850 -0.043 -2.923  0.196
88 N 2.905 0.732 -2.071  0.158
89 H 5.391 -0.680 -3.483  0.130
90 H 5.303 0.719 -2.451  0.119
91 H 1.910 0.572 -2.016  0.030
92 H 3.425 1.377 -1.502  0.114

Its HOMO-LUMO gap is 5.47 eV. The energy relative to the best compared isomer or geometry (same formula, charge and spin) comes out at 0.0 kJ/mol. Its charge is +2. As for the spin multiplicity: 1.

=====

Computed, not measured: a molecular structure, C19H56CuF6N22O15, with ωB97M-V/def2-TZVPD.

Last column: Löwdin charge in e.
Positions of all 119 atoms, in Å:
1 Cu -0.175 0.264 0.523  0.405
2 C 4.142 2.704 -3.030  -0.430
3 O 3.342 3.201 -1.944  -0.162
4 O 3.138 2.561 -4.070  -0.277
5 C 5.518 3.287 -3.074  -0.532
6 F 5.819 3.966 -4.215  0.109
7 F 5.790 4.131 -2.044  0.106
8 F 6.460 2.304 -2.998  0.089
9 C 2.967 4.577 -1.921  -0.256
10 C 2.824 4.938 -0.380  -0.054
11 H 1.972 4.381 0.011  0.043
12 H 3.791 4.836 0.112  0.064
13 H 2.606 5.994 -0.220  0.060
14 H 2.010 4.724 -2.420  0.079
15 H 3.602 5.302 -2.430  0.111
16 H 4.323 1.658 -2.780  0.112
17 C -0.273 -0.376 3.356  -0.358
18 O 0.259 0.723 2.647  -0.117
19 O -0.900 -1.183 2.326  -0.236
20 C 0.583 -1.073 4.498  -0.585
21 F 1.672 -1.689 3.985  0.117
22 F 1.011 -0.292 5.425  0.183
23 F -0.136 -1.963 5.236  0.121
24 C 1.562 1.127 2.982  -0.244
25 C 2.017 2.077 1.843  -0.062
26 H 3.057 2.338 2.041  0.082
27 H 1.901 1.505 0.923  0.044
28 H 1.519 3.045 1.802  0.063
29 H 2.287 0.313 2.990  0.111
30 H 1.768 1.664 3.908  0.121
31 H -1.020 0.075 4.010  0.140
32 C 2.624 -1.377 -4.309  -0.806
33 O 2.236 -0.400 -4.935  0.048
34 N 2.730 -1.357 -3.022  0.169
35 N 2.692 -2.563 -4.769  0.181
36 H 2.526 -0.449 -2.630  0.120
37 H 2.856 -2.174 -2.443  0.060
38 H 3.123 -3.309 -4.242  0.089
39 H 2.636 -2.569 -5.777  0.125
40 C 2.516 -4.597 -2.063  -0.810
41 O 1.558 -4.802 -2.747  0.067
42 N 2.671 -3.699 -1.167  0.154
43 N 3.730 -5.043 -2.297  0.162
44 H 3.560 -3.675 -0.688  0.095
45 H 1.826 -3.230 -0.875  0.092
46 H 4.555 -4.697 -1.828  0.118
47 H 3.709 -5.687 -3.075  0.123
48 C 3.398 -0.679 0.443  -0.733
49 O 2.205 -0.806 0.184  0.038
50 N 4.117 0.395 0.428  0.189
51 N 4.261 -1.638 0.579  0.173
52 H 5.101 0.382 0.658  0.129
53 H 3.657 1.179 -0.013  0.111
54 H 3.934 -2.572 0.376  0.082
55 H 5.220 -1.348 0.449  0.118
56 C -4.716 -2.061 0.430  -0.822
57 O -4.028 -3.004 0.111  0.025
58 N -4.529 -1.378 1.486  0.224
59 N -5.611 -1.500 -0.259  0.172
60 H -3.654 -1.663 1.902  0.096
61 H -5.083 -0.616 1.849  0.127
62 H -5.829 -1.969 -1.126  0.117
63 H -5.555 -0.496 -0.355  0.100
64 C -0.954 3.043 -1.463  -0.777
65 O -0.900 2.263 -0.562  0.023
66 N -2.005 3.772 -1.674  0.189
67 N 0.015 3.267 -2.291  0.223
68 H -1.841 4.568 -2.274  0.125
69 H -2.830 3.598 -1.118  0.087
70 H 0.887 2.759 -2.273  0.112
71 H -0.232 3.713 -3.163  0.127
72 C -4.604 1.203 -2.093  -0.826
73 O -4.231 2.070 -1.383  0.058
74 N -5.714 1.212 -2.643  0.187
75 N -3.994 0.037 -2.236  0.195
76 H -6.242 2.072 -2.669  0.136
77 H -6.210 0.376 -2.919  0.125
78 H -4.215 -0.591 -2.995  0.122
79 H -3.108 -0.057 -1.759  0.085
80 C -0.999 5.641 2.008  -0.826
81 O -1.052 6.483 1.065  -0.028
82 N -0.762 5.913 3.260  0.161
83 N -1.171 4.461 1.872  0.204
84 H -0.615 6.885 3.493  0.117
85 H -0.772 5.164 3.938  0.109
86 H -1.309 4.117 0.932  0.103
87 H -1.082 3.821 2.648  0.128
88 C -0.926 -1.807 -1.586  -0.757
89 O -1.161 -0.682 -1.211  0.024
90 N -1.922 -2.657 -1.674  0.207
91 N 0.234 -2.208 -1.786  0.219
92 H -2.833 -2.355 -1.361  0.070
93 H -1.772 -3.643 -1.833  0.116
94 H 0.332 -2.943 -2.472  0.115
95 H 0.950 -1.498 -1.740  0.088
96 C -2.805 -4.748 3.242  -0.823
97 O -3.621 -5.629 2.869  -0.029
98 N -1.884 -4.831 4.059  0.200
99 N -2.940 -3.574 2.705  0.170
100 H -1.187 -4.104 3.987  0.097
101 H -1.571 -5.783 4.187  0.137
102 H -2.166 -2.961 2.917  0.068
103 H -3.575 -3.559 1.920  0.071
104 C 0.310 -5.072 1.496  -0.819
105 O 1.131 -5.886 1.605  0.067
106 N -0.665 -5.132 0.560  0.180
107 N 0.502 -3.856 1.955  0.176
108 H -0.731 -6.046 0.136  0.109
109 H -1.367 -4.444 0.329  0.083
110 H 1.204 -3.894 2.680  0.106
111 H -0.167 -3.100 1.932  0.054
112 C -4.024 2.044 2.265  -0.845
113 O -4.301 1.575 3.329  0.040
114 N -4.808 2.669 1.473  0.182
115 N -2.880 1.800 1.694  0.195
116 H -5.791 2.737 1.694  0.120
117 H -4.556 2.929 0.531  0.077
118 H -2.345 1.185 2.291  0.093
119 H -2.597 1.969 0.739  0.068

Its HOMO-LUMO gap is 5.51 eV. Its charge is -1. As for the spin multiplicity: 1.

=====

Computed, not measured: 8 unconnected molecules or ions with the total composition C19H56N12O11, with ωB97M-V/def2-TZVPD.

Last column: Löwdin charge in e.
Positions of all 98 atoms, in Å:
1 C 0.198 2.904 0.947  -0.746
2 O 0.721 3.927 1.390  -0.017
3 N 0.870 1.887 0.408  0.180
4 N -1.100 2.746 0.853  0.165
5 H 0.332 1.040 0.291  0.045
6 H 1.874 1.783 0.426  0.050
7 H -1.849 3.338 1.182  0.115
8 H -1.380 1.974 0.265  0.087
9 C 4.265 -3.803 -1.369  -0.890
10 O 3.157 -3.417 -1.023  -0.050
11 N 4.486 -4.605 -2.362  0.165
12 N 5.339 -3.533 -0.758  0.127
13 H 5.433 -4.907 -2.538  0.069
14 H 3.698 -4.819 -2.956  0.063
15 H 6.092 -4.156 -1.015  0.023
16 H 5.312 -2.919 0.043  0.061
17 C 1.677 -6.469 -3.001  -0.823
18 O 2.507 -5.952 -3.721  0.012
19 N 0.863 -7.412 -3.391  0.167
20 N 1.570 -6.122 -1.791  0.200
21 H 0.300 -7.800 -2.648  0.101
22 H 0.630 -7.462 -4.373  0.120
23 H 2.252 -5.440 -1.491  0.093
24 H 0.872 -6.562 -1.208  0.116
25 C 4.643 1.320 -0.374  -0.797
26 O 3.502 1.468 -0.028  0.008
27 N 5.584 2.156 -0.548  0.170
28 N 5.183 0.116 -0.540  0.149
29 H 6.506 1.901 -0.872  0.093
30 H 5.363 3.142 -0.553  0.124
31 H 4.639 -0.656 -0.182  0.067
32 H 6.138 -0.063 -0.813  0.017
33 C 0.871 -1.514 0.309  -0.817
34 O -0.003 -0.750 0.460  0.047
35 N 0.844 -2.821 0.270  0.173
36 N 2.090 -1.136 0.188  0.192
37 H 1.645 -3.323 -0.085  0.054
38 H -0.025 -3.326 0.367  0.108
39 H 2.351 -0.182 -0.017  0.057
40 H 2.665 -1.936 -0.034  0.061
41 C -1.294 -3.112 -3.202  -0.076
42 O -2.413 -2.247 -3.399  -0.201
43 C -2.459 -0.937 -3.890  -0.194
44 C -2.012 0.039 -2.770  -0.204
45 N -2.996 0.474 -1.803  -0.044
46 C -3.993 1.309 -2.452  -0.214
47 C -3.643 2.758 -2.781  -0.281
48 O -4.762 3.582 -2.855  -0.155
49 C -4.316 4.928 -3.213  -0.096
50 H -0.586 -3.002 -4.023  0.091
51 H -1.594 -4.154 -3.086  0.076
52 H -0.818 -2.928 -2.239  0.064
53 H -3.467 -0.718 -4.243  0.110
54 H -1.833 -0.744 -4.761  0.107
55 H -1.498 0.938 -3.110  0.081
56 H -1.382 -0.500 -2.063  0.113
57 H -3.306 -0.348 -1.305  0.116
58 H -4.614 1.635 -1.618  0.114
59 H -4.671 0.901 -3.201  0.113
60 H -2.964 2.724 -3.634  0.116
61 H -3.080 3.141 -1.930  0.120
62 H -3.686 4.967 -4.101  0.079
63 H -3.581 5.388 -2.552  0.077
64 H -5.048 5.736 -3.224  0.082
65 C -3.835 -0.707 3.339  -0.155
66 O -2.682 -0.461 4.098  -0.192
67 C -2.020 0.737 3.499  -0.170
68 C -0.802 1.304 4.326  -0.173
69 N -1.280 2.007 5.523  -0.074
70 C -0.192 2.513 6.380  -0.202
71 C -0.571 3.247 7.698  -0.197
72 O -1.300 2.430 8.616  -0.174
73 C -2.624 2.748 8.886  -0.145
74 H -3.500 -0.936 2.327  0.084
75 H -4.624 0.042 3.270  0.079
76 H -4.259 -1.501 3.954  0.087
77 H -2.707 1.532 3.211  0.104
78 H -1.671 0.422 2.515  0.089
79 H -0.269 2.034 3.718  0.109
80 H -0.171 0.452 4.581  0.117
81 H -1.905 1.449 6.087  0.098
82 H 0.348 3.169 5.697  0.116
83 H 0.517 1.732 6.655  0.107
84 H -1.034 4.188 7.402  0.110
85 H 0.289 3.612 8.259  0.114
86 H -3.403 2.056 8.566  0.079
87 H -2.941 3.702 8.464  0.081
88 H -2.758 2.877 9.960  0.077
89 C 0.783 1.528 -4.317  -0.285
90 C 1.225 1.413 -2.836  -0.212
91 O 2.061 0.280 -2.487  -0.068
92 O 1.868 1.442 -5.157  -0.052
93 H 0.277 2.465 -4.550  0.123
94 H 0.054 0.741 -4.506  0.086
95 H 0.323 1.485 -2.228  0.085
96 H 1.804 2.327 -2.702  0.119
97 H 2.536 0.530 -1.692  0.021
98 H 2.360 0.693 -4.811  0.082

Its HOMO-LUMO gap (alpha / beta) is 2.17 / 8.73 eV. Its charge is -1. As for the spin multiplicity: 2.

=====

Computed, not measured: 9 unconnected molecules or ions with the total composition C19H56O9, with ωB97M-V/def2-TZVPD.

Last column: Löwdin charge in e.
Positions of all 84 atoms, in Å:
1 C 0.200 -2.478 3.606  -0.056
2 C 1.461 -2.674 2.698  -0.253
3 O 1.596 -1.430 2.018  -0.149
4 H 0.207 -1.434 3.917  0.070
5 H 0.201 -3.174 4.446  0.072
6 H -0.727 -2.707 3.080  0.065
7 H 1.407 -3.436 1.921  0.103
8 H 2.267 -2.761 3.427  0.116
9 H 2.001 -0.790 2.608  0.033
10 C -2.763 5.693 -1.281  -0.068
11 C -1.978 4.620 -2.093  -0.331
12 O -2.178 3.503 -1.354  -0.093
13 H -3.843 5.657 -1.422  0.075
14 H -2.433 6.706 -1.509  0.072
15 H -2.481 5.554 -0.238  0.055
16 H -0.935 4.918 -1.978  0.112
17 H -2.251 4.630 -3.148  0.114
18 H -3.125 3.453 -1.203  0.047
19 C -1.378 4.931 2.861  -0.065
20 C -0.877 3.560 2.287  -0.263
21 O -0.021 3.939 1.199  -0.117
22 H -0.657 5.581 3.356  0.077
23 H -2.134 4.646 3.593  0.065
24 H -1.908 5.454 2.064  0.055
25 H -1.611 3.058 1.657  0.101
26 H -0.405 2.994 3.090  0.079
27 H -0.574 4.125 0.437  0.043
28 C 2.905 2.609 4.067  -0.066
29 C 1.836 1.607 3.564  -0.277
30 O 2.425 0.353 3.803  -0.096
31 H 3.408 2.221 4.952  0.072
32 H 2.507 3.564 4.409  0.072
33 H 3.673 2.897 3.350  0.079
34 H 1.694 1.823 2.505  0.115
35 H 0.927 1.776 4.142  0.103
36 H 2.524 0.114 4.727  0.115
37 C -0.269 -6.271 -0.872  0.011
38 C -0.791 -5.067 -1.718  -0.206
39 O -1.375 -4.062 -0.999  0.213
40 H 0.666 -5.882 -0.469  0.088
41 H 0.043 -7.109 -1.495  0.097
42 H -0.986 -6.573 -0.109  0.096
43 H -1.201 -5.322 -2.695  0.181
44 H 0.129 -4.591 -2.060  0.126
45 H -0.795 -3.298 -1.010  0.082
46 C -6.177 0.886 0.822  -0.052
47 C -4.807 1.317 0.120  -0.310
48 O -4.808 2.604 -0.364  -0.085
49 H -6.284 1.227 1.851  0.067
50 H -6.215 -0.200 0.907  0.066
51 H -6.982 1.274 0.198  0.068
52 H -4.772 0.796 -0.836  0.102
53 H -3.922 0.982 0.661  0.100
54 H -5.678 2.814 -0.710  0.099
55 C -0.105 -1.162 -5.026  -0.088
56 C 0.833 -0.026 -4.703  -0.338
57 O 0.671 1.069 -5.568  -0.063
58 H -1.150 -0.863 -4.941  0.075
59 H 0.060 -2.010 -4.361  0.056
60 H 0.001 -1.471 -6.065  0.079
61 H 1.882 -0.316 -4.764  0.116
62 H 0.659 0.309 -3.681  0.090
63 H 1.510 1.428 -5.867  0.088
64 C -0.737 0.136 0.195  -0.026
65 C 0.066 -0.740 -0.829  -0.217
66 O 0.280 -2.035 -0.293  -0.071
67 H -1.129 1.071 -0.204  0.066
68 H -0.114 0.385 1.054  0.065
69 H -1.646 -0.408 0.448  0.072
70 H 1.092 -0.384 -0.918  0.128
71 H -0.361 -0.756 -1.832  0.108
72 H 0.851 -1.970 0.476  0.042
73 C 4.230 -2.401 0.047  -0.038
74 C 4.414 -2.517 -1.462  -0.532
75 C 5.099 -3.771 -2.038  -0.037
76 O 3.179 -2.412 -2.011  -0.051
77 H 5.168 -2.238 0.577  0.092
78 H 3.778 -3.294 0.478  0.077
79 H 3.491 -1.606 0.152  0.071
80 H 4.928 -1.612 -1.786  0.139
81 H 5.017 -3.881 -3.119  0.077
82 H 4.581 -4.651 -1.655  0.071
83 H 6.150 -3.794 -1.749  0.080
84 H 2.564 -2.711 -1.337  0.053

Its HOMO-LUMO gap (alpha / beta) is 9.24 / 2.41 eV. The energy relative to the best compared isomer or geometry (same formula, charge and spin) comes out at 92.4 kJ/mol. Its charge is +1. As for the spin multiplicity: 2.